[1]
{
  "formula": "C19H36FNO11S4",
  "method": "wB97M-V/def2-TZVPD",
  "species": ["C", "C", "N", "C", "C", "C", "C", "C", "C", "C", "C", "S", "O", "O", "F", "H", "H", "H", "H", "H", "H", "H", "H", "H", "H", "H", "H", "C", "C", "O", "S", "C", "O", "O", "H", "H", "H", "H", "H", "H", "H", "H", "C", "C", "O", "S", "C", "O", "O", "H", "H", "H", "H", "H", "H", "H", "H", "C", "C", "O", "S", "C", "O", "O", "H", "H", "H", "H", "H", "H", "H", "H"],
  "coordinates": [[1.56064, -4.32668, -0.23997], [1.70080, -3.02901, 0.18366], [1.79005, -1.86544, -0.65460], [0.87414, -1.90215, -1.82587], [-0.56184, -2.20244, -1.45896], [-1.27299, -2.97418, -2.37045], [-2.60831, -3.28971, -2.18230], [-3.24965, -2.82921, -1.04419], [-2.55277, -2.06055, -0.12794], [-1.21404, -1.72889, -0.31038], [-0.55018, -0.84092, 0.71393], [3.34560, -1.53451, -1.05369], [4.00396, -1.00505, 0.08737], [3.35008, -0.77904, -2.25386], [4.03074, -2.91733, -1.31080], [0.63934, -4.70326, -0.67937], [2.36683, -5.03543, -0.06153], [1.76909, -2.81922, 1.25123], [0.90318, -0.94078, -2.33910], [1.20110, -2.65063, -2.55463], [-0.77920, -3.32663, -3.26998], [-3.11354, -3.89822, -2.92080], [-4.28585, -3.08543, -0.86206], [-3.08601, -1.70785, 0.74728], [-0.13649, 0.06936, 0.28180], [0.18561, -1.35522, 1.32972], [-1.31994, -0.50995, 1.41268], [1.40800, -0.60277, 5.73741], [0.32744, -1.22602, 6.59681], [-0.95160, -0.56551, 6.44461], [-1.79192, -0.88739, 5.13805], [-3.30978, -0.17571, 5.67026], [-1.93922, -2.30435, 5.01329], [-1.27147, -0.12156, 4.04534], [1.21755, -0.76752, 4.67763], [2.37566, -1.04040, 5.98236], [1.45350, 0.47432, 5.89935], [0.21557, -2.29108, 6.39045], [0.57692, -1.12308, 7.65068], [-3.68070, -0.73764, 6.52250], [-4.00476, -0.24445, 4.83601], [-3.13643, 0.86475, 5.93290], [2.92826, -0.29259, -5.28761], [2.45976, 0.85568, -6.15209], [1.20219, 0.56097, -6.80754], [-0.11356, 0.64621, -5.92300], [-1.27221, 0.60117, -7.24508], [-0.15696, 1.92483, -5.28225], [-0.24212, -0.55000, -5.14682], [2.27019, -0.43442, -4.43541], [3.93094, -0.09943, -4.90860], [2.93536, -1.22278, -5.85726], [2.36812, 1.77770, -5.57663], [3.16836, 1.04601, -6.95581], [-1.14617, 1.49319, -7.85186], [-2.26402, 0.57904, -6.79915], [-1.10036, -0.29884, -7.82907], [0.05055, 6.23405, 0.44332], [0.83752, 5.16546, 1.17336], [0.11668, 4.61876, 2.30048], [-1.03927, 3.57129, 1.99408], [-1.24590, 2.97962, 3.63417], [-0.50367, 2.53002, 1.17228], [-2.21924, 4.27427, 1.59338], [-0.82065, 5.81250, -0.05574], [0.68022, 6.70859, -0.30961], [-0.30510, 6.99232, 1.14091], [1.13440, 4.35842, 0.50229], [1.74678, 5.58887, 1.59528], [-0.33425, 2.47686, 3.94205], [-2.07443, 2.27730, 3.62258], [-1.47047, 3.82173, 4.28446]],
  "forces_ev_per_angstrom": [[-0.6, 0.5, 0.0], [0.6, -0.5, 0.3], [-1.8, -0.7, -0.8], [-0.3, 0.2, -0.3], [0.0, -0.2, 0.2], [0.0, -0.1, -0.2], [0.1, 0.0, 0.0], [-0.1, -0.2, -0.1], [-0.2, -0.1, -0.1], [0.4, 0.2, 0.0], [-0.7, 0.2, 0.2], [0.1, 1.8, 1.3], [0.1, -0.5, 0.1], [0.0, -0.6, -0.3], [-0.2, -0.1, -0.4], [0.7, 0.4, -1.8], [-0.8, -0.5, 1.8], [1.9, 0.0, -0.2], [0.2, 0.0, 0.2], [0.0, 0.0, 0.1], [0.1, 0.0, 0.1], [-0.1, 0.0, 0.1], [0.0, 0.1, 0.0], [0.2, 0.1, 0.1], [0.3, -0.2, 0.0], [0.2, 0.1, -0.2], [0.1, 0.0, 0.0], [-0.2, 0.1, -0.2], [0.5, -0.2, 0.0], [0.0, 0.0, 0.0], [-0.1, 0.1, 0.3], [-0.1, 0.0, 0.0], [0.1, 0.0, -0.1], [0.0, -0.1, -0.1], [0.0, 0.0, 0.0], [0.0, 0.0, 0.1], [0.1, 0.0, 0.1], [-0.1, 0.0, -0.1], [-0.2, 0.1, 0.0], [0.0, 0.0, 0.0], [0.0, 0.0, 0.0], [0.0, 0.0, 0.0], [-0.2, -0.1, 0.0], [0.5, 0.0, 0.2], [-0.1, 0.1, -0.1], [0.1, 0.0, -0.3], [0.0, 0.0, -0.1], [0.0, 0.0, 0.2], [-0.1, 0.1, 0.1], [0.0, 0.0, 0.0], [0.0, 0.0, 0.0], [0.1, 0.0, 0.0], [-0.2, 0.0, 0.0], [-0.2, 0.0, -0.2], [0.0, 0.0, 0.0], [0.0, 0.0, 0.1], [0.0, 0.0, 0.0], [-0.2, -0.1, 0.0], [0.2, 0.2, -0.4], [0.0, 0.0, 0.1], [0.1, 0.0, 0.3], [0.0, 0.1, 0.2], [-0.1, 0.0, -0.2], [0.0, -0.1, -0.1], [0.0, 0.0, 0.0], [0.1, 0.0, 0.0], [0.1, 0.0, 0.0], [-0.1, -0.1, 0.1], [-0.1, -0.1, 0.2], [0.0, -0.1, 0.0], [0.0, 0.0, -0.1], [0.0, 0.0, -0.1]],
  "mulliken_charge": [-0.80, -0.55, 0.59, -0.98, 0.51, -1.03, -0.82, -0.65, -0.73, 1.37, -1.05, 1.03, -0.62, -0.52, -0.25, 0.31, 0.29, 0.43, 0.46, 0.63, 0.37, 0.41, 0.40, 0.43, 0.34, -0.09, 0.43, -0.78, -0.35, -0.31, 1.15, -1.07, -0.70, -0.31, 0.10, 0.39, 0.24, 0.34, 0.29, 0.38, 0.38, 0.31, -0.34, -0.49, -0.27, 1.23, -1.04, -0.68, -0.49, -0.17, 0.38, 0.28, 0.33, 0.29, 0.35, 0.37, 0.32, -0.99, -0.33, -0.30, 1.12, -0.96, -0.50, -0.65, 0.29, 0.39, 0.26, 0.30, 0.28, 0.30, 0.28, 0.46],
  "de_lowest_kcal_mol": 0.00,
  "gap_ev": 8.0770,
  "multiplicity": 1,
  "smiles": "C=CN(Cc1ccccc1C)S(=O)(=O)F.CCOS(C)(=O)=O.CCOS(C)(=O)=O.CCOS(C)(=O)=O",
  "homo_energy_ev": -8.418,
  "lumo_energy_ev": -0.341,
  "largest_force_ev_per_a": 2.230,
  "e_tot_ev": -90353.387
}


[2]
{
  "formula": "C19H36IN4O",
  "method": "wB97M-V/def2-TZVPD",
  "species": ["I", "C", "C", "C", "C", "C", "N", "C", "C", "O", "H", "H", "H", "H", "H", "H", "H", "H", "H", "H", "H", "H", "H", "H", "H", "C", "C", "C", "C", "N", "H", "H", "H", "H", "H", "H", "H", "C", "C", "C", "C", "N", "H", "H", "H", "H", "H", "H", "H", "C", "C", "C", "C", "N", "H", "H", "H", "H", "H", "H", "H"],
  "coordinates": [[9.82574, 3.18425, 4.62211], [9.03460, 1.99925, 2.93807], [7.51088, 1.69755, 3.26916], [6.49829, 2.69192, 2.50811], [5.03618, 2.16719, 2.88799], [3.93915, 3.31331, 2.68655], [2.67605, 2.83442, 3.34318], [2.51635, 1.34206, 3.36751], [3.36976, 0.55985, 2.27918], [4.67610, 1.10046, 2.00528], [9.07219, 2.69715, 2.05864], [9.61235, 1.05139, 2.78587], [7.24421, 0.65389, 2.94226], [7.27177, 1.83048, 4.37061], [6.71095, 2.62453, 1.40791], [6.68834, 3.71216, 2.95525], [5.12444, 1.83733, 3.97580], [3.74404, 3.41931, 1.58435], [4.27067, 4.31136, 3.08463], [2.70926, 3.14806, 4.32825], [1.84648, 3.31009, 2.94957], [2.84839, 0.99463, 4.39231], [1.41153, 1.08265, 3.31606], [3.54127, -0.48170, 2.70715], [2.78539, 0.37972, 1.32242], [-0.46656, -2.69460, -0.62000], [0.58626, -2.76587, 0.47840], [0.04941, -2.31217, 1.83873], [-0.40732, -0.89138, 1.75849], [-0.76887, 0.22159, 1.69139], [-0.80634, -1.66920, -0.78021], [-0.05178, -3.05140, -1.56554], [-1.33125, -3.30763, -0.37718], [1.44391, -2.14805, 0.19233], [0.94659, -3.79418, 0.56186], [0.83086, -2.39148, 2.59826], [-0.79012, -2.93879, 2.14886], [-5.31518, 0.49487, -0.40432], [-3.96625, 0.57040, -1.11165], [-3.56708, -0.75011, -1.77601], [-3.46009, -1.82500, -0.74558], [-3.39439, -2.66647, 0.06695], [-5.30150, -0.23111, 0.41173], [-5.57217, 1.46393, 0.02831], [-6.10881, 0.21321, -1.10220], [-3.20169, 0.86654, -0.38689], [-4.00699, 1.35317, -1.87381], [-2.60397, -0.64296, -2.27933], [-4.30398, -1.04307, -2.51947], [-6.65136, -1.42652, -7.20607], [-7.16905, -2.26236, -6.04039], [-6.65994, -1.77156, -4.68252], [-5.16800, -1.84214, -4.63945], [-4.00889, -1.89942, -4.60601], [-5.56305, -1.47685, -7.28535], [-7.06215, -1.79394, -8.14823], [-6.94023, -0.37773, -7.09549], [-6.87307, -3.30415, -6.19136], [-8.26163, -2.23572, -6.04058], [-7.06700, -2.39148, -3.88079], [-6.97271, -0.73967, -4.50509]],
  "forces_ev_per_angstrom": [[-0.1, -0.5, -0.8], [-1.3, 0.3, 0.2], [-0.5, 0.4, -0.5], [0.3, -1.3, 1.2], [0.7, 1.6, -0.6], [1.6, -0.4, -0.7], [-0.5, 1.0, 0.7], [-0.2, -1.9, 0.5], [-0.5, -1.2, 0.3], [-0.7, 0.5, 0.8], [0.3, -0.9, 0.8], [-0.3, 1.2, 0.3], [0.3, 0.9, 0.4], [0.6, -0.5, -1.3], [-0.5, 0.4, 1.0], [-0.4, -0.9, -0.8], [-0.5, 0.3, -1.2], [0.2, -0.2, 1.1], [-0.6, -1.1, -0.1], [-0.1, -0.2, -0.5], [0.4, -0.4, 0.0], [-0.3, 0.6, -1.2], [1.4, 0.4, -0.3], [-0.4, 1.2, -0.3], [0.8, 0.7, 1.0], [0.3, -0.2, -0.2], [0.0, 0.0, -0.4], [-0.1, 0.6, -0.3], [-0.7, 1.6, 0.2], [1.1, -2.4, 0.2], [0.0, 0.0, 0.1], [0.0, 0.0, 0.1], [0.2, 0.1, 0.0], [0.0, 0.0, 0.1], [0.0, 0.1, 0.1], [-0.1, 0.1, 0.1], [0.0, 0.2, 0.0], [0.0, 0.1, 0.0], [-0.1, 0.2, 0.3], [0.1, -0.1, 0.9], [-0.2, -1.5, 1.2], [-0.4, 2.1, -1.8], [0.0, 0.0, -0.1], [0.0, -0.1, -0.1], [0.0, 0.0, 0.1], [0.0, 0.0, -0.1], [0.1, -0.1, 0.0], [-0.1, -0.2, 0.0], [0.1, -0.1, 0.2], [0.0, 0.0, -0.1], [0.0, 0.0, -0.4], [0.6, -0.2, -0.2], [0.6, 0.0, 0.1], [-1.6, 0.0, -0.2], [0.0, 0.0, 0.1], [0.0, 0.1, 0.1], [0.0, 0.0, 0.0], [0.0, 0.0, 0.1], [0.1, 0.0, 0.1], [0.1, 0.1, 0.0], [0.1, 0.0, 0.0]],
  "mulliken_charge": [0.03, -0.94, -0.67, -0.62, 0.39, -0.91, -0.03, -0.63, -0.27, -0.37, 0.42, 0.41, 0.26, 0.38, 0.44, 0.20, 0.22, 0.30, 0.39, 0.40, 0.40, 0.28, 0.41, 0.26, 0.20, -1.11, -0.42, -0.40, 0.32, -0.58, 0.17, 0.37, 0.38, 0.23, 0.36, 0.31, 0.37, -1.17, -0.47, 0.64, 0.18, -0.61, 0.35, 0.37, 0.24, 0.26, 0.36, 0.44, -0.64, -1.14, -0.51, -0.36, 0.39, -0.55, 0.36, 0.33, 0.29, 0.30, 0.32, 0.35, 0.31],
  "gap_ev": 8.3522,
  "multiplicity": 1,
  "homo_energy_ev": -11.567,
  "lumo_energy_ev": -3.215,
  "largest_force_ev_per_a": 2.803,
  "charge": 1,
  "e_tot_ev": -36387.030
}


[3]
{
  "formula": "C19H37BrCl24O5P2",
  "method": "wB97M-V/def2-TZVPD",
  "species": ["C", "C", "O", "C", "C", "O", "C", "O", "C", "Br", "C", "C", "P", "O", "Cl", "P", "O", "Cl", "H", "H", "H", "H", "H", "H", "H", "H", "H", "H", "H", "H", "H", "H", "H", "Cl", "C", "Cl", "H", "H", "Cl", "C", "Cl", "H", "H", "Cl", "C", "Cl", "H", "H", "Cl", "C", "Cl", "H", "H", "Cl", "C", "Cl", "H", "H", "Cl", "C", "Cl", "H", "H", "Cl", "C", "Cl", "H", "H", "Cl", "C", "Cl", "H", "H", "Cl", "C", "Cl", "H", "H", "Cl", "C", "Cl", "H", "H", "Cl", "C", "Cl", "H", "H"],
  "coordinates": [[-2.21750, 5.21942, -5.07714], [-3.03375, 3.84179, -4.87346], [-2.20409, 2.82500, -4.21505], [-2.62433, 1.57584, -4.85915], [-2.27592, 0.28604, -3.92174], [-0.86251, 0.01781, -4.16137], [-0.23489, -0.67696, -3.09123], [-0.34544, -1.91769, -2.89151], [0.75286, 0.08275, -2.04683], [2.46370, 0.34267, -3.09059], [1.14524, -0.82349, -0.78478], [1.42899, 0.09169, 0.53165], [-2.71309, 0.81604, -2.15347], [-4.37869, 1.29961, -2.28401], [-2.75747, -0.79873, -0.79155], [-3.42987, -1.09742, -4.62438], [-3.05815, -2.60229, -3.91983], [-2.81248, -1.33043, -6.66618], [-2.53563, 5.98809, -4.27886], [-2.45765, 5.72238, -6.08859], [-1.10573, 4.96733, -5.03506], [-3.99238, 4.04178, -4.27447], [-3.36758, 3.49566, -5.92100], [-3.77984, 1.61610, -4.86907], [-2.20621, 1.46182, -5.91867], [0.40520, 1.13715, -1.79193], [2.13696, -1.33270, -1.03050], [0.32437, -1.56165, -0.46643], [1.94730, 1.07011, 0.22756], [0.43411, 0.25212, 1.06405], [2.16527, -0.49790, 1.17387], [-4.76579, 1.01564, -1.41497], [-2.84630, -2.53786, -2.96245], [6.37345, -0.51873, -4.44366], [5.74486, -1.58142, -3.17891], [5.98054, -0.87450, -1.57477], [4.67966, -1.73623, -3.34390], [6.26819, -2.53583, -3.22591], [-7.11215, 1.80179, -1.66930], [-7.65226, 3.36382, -2.29532], [-6.65429, 3.88921, -3.65655], [-8.68482, 3.27222, -2.62868], [-7.58517, 4.10467, -1.50120], [-9.14898, 2.05499, 1.85784], [-8.87904, 0.31863, 1.66137], [-7.18057, -0.03199, 1.31600], [-9.16355, -0.18944, 2.58142], [-9.49006, -0.04335, 0.83595], [9.05730, -1.51728, 2.35160], [9.13930, -0.85024, 0.71646], [10.33070, -1.71032, -0.26607], [8.16148, -0.94339, 0.24731], [9.42189, 0.19954, 0.77647], [4.57403, -4.14888, -5.21911], [6.13528, -4.86460, -5.63754], [7.42453, -4.24703, -4.59659], [6.07195, -5.94499, -5.51815], [6.36981, -4.62075, -6.67243], [-8.33993, 5.10173, 1.45564], [-6.59463, 5.37344, 1.40903], [-5.79515, 4.17416, 0.38648], [-6.40044, 6.36686, 1.00775], [-6.19751, 5.29985, 2.42015], [1.75407, -0.41411, 4.60473], [0.02408, -0.15505, 4.35128], [-0.28519, 1.42308, 3.61810], [-0.35693, -0.93276, 3.69095], [-0.48526, -0.20484, 5.31245], [0.54676, -1.97448, 7.84352], [2.10459, -2.70743, 7.44150], [3.38927, -2.09344, 8.48924], [2.03156, -3.78685, 7.56794], [2.34931, -2.47239, 6.40687], [2.71090, -6.08058, 7.13588], [2.06261, -7.12773, 8.40459], [2.28767, -6.40870, 10.00296], [0.99822, -7.27680, 8.23022], [2.57992, -8.08516, 8.37099], [-0.46503, 6.06574, -2.04121], [-0.23119, 4.32793, -2.27245], [1.45137, 3.95601, -2.66686], [-0.50172, 3.80983, -1.35315], [-0.86785, 3.98988, -3.08673], [7.36892, -4.45759, 10.04290], [6.85719, -2.88098, 9.42838], [7.85620, -2.37226, 8.06178], [5.82057, -2.94836, 9.10235], [6.94687, -2.14461, 10.22552]],
  "forces_ev_per_angstrom": [[-0.6, 0.0, 0.2], [-0.3, 1.7, -0.8], [-1.4, -0.6, -1.9], [-1.1, -0.6, 1.3], [-0.2, -0.3, -2.5], [0.6, -0.4, 2.7], [0.8, -3.7, 1.7], [-0.2, 5.0, -1.5], [-0.4, -0.3, -0.6], [-0.9, 0.1, 0.3], [0.3, 0.8, 0.9], [0.2, -0.6, -1.0], [-0.6, 2.2, 0.5], [2.4, -1.9, 0.8], [-0.4, -0.2, -0.8], [-0.9, -1.0, 0.3], [0.2, 1.9, -0.4], [0.2, 0.1, 1.4], [0.9, -1.3, -1.1], [0.4, -1.1, 1.5], [-1.5, 0.6, 0.0], [1.5, -0.5, -0.7], [0.6, 0.3, 1.6], [1.7, -0.3, -0.3], [-0.4, 0.0, 1.6], [0.4, -1.5, -0.4], [-1.7, 0.3, 0.2], [1.3, 1.0, -1.0], [-0.9, -1.3, 0.6], [1.5, 0.1, -0.6], [-1.2, 0.9, -0.6], [0.2, 0.5, -1.0], [0.1, 0.1, -0.7], [-0.1, -0.1, 0.0], [-0.1, -0.3, -0.1], [-0.1, 0.0, 0.1], [0.1, 0.2, 0.1], [-0.1, 0.4, 0.1], [-0.7, 0.1, 0.1], [-0.3, 0.1, 0.1], [-0.1, 0.1, 0.0], [0.2, -0.1, 0.0], [0.1, -0.2, -0.1], [0.0, -0.3, 0.0], [-0.3, -0.1, 0.0], [0.0, -0.1, 0.1], [0.2, 0.1, -0.1], [0.2, 0.1, 0.0], [-0.1, 0.1, 0.0], [-0.2, 0.2, -0.1], [0.0, 0.1, -0.1], [0.2, -0.1, 0.1], [0.1, -0.2, 0.0], [-0.1, -0.1, -0.1], [0.0, -0.2, -0.2], [0.2, -0.2, -0.1], [0.0, 0.2, 0.1], [0.0, 0.1, 0.2], [0.0, 0.4, 0.0], [0.2, 0.2, 0.2], [0.2, 0.1, 0.1], [-0.1, -0.2, 0.0], [-0.1, -0.1, -0.2], [0.0, -0.1, 0.0], [-0.2, -0.2, 0.1], [-0.1, 0.0, 0.0], [0.1, 0.2, 0.0], [0.2, 0.1, -0.1], [-0.1, 0.0, -0.1], [0.0, -0.3, -0.2], [0.0, 0.0, 0.0], [0.0, 0.4, 0.1], [-0.1, 0.1, 0.2], [0.1, -0.3, -0.2], [-0.1, -0.3, 0.1], [0.0, -0.1, 0.0], [0.2, 0.1, 0.0], [0.0, 0.2, 0.0], [-0.1, 0.0, 0.1], [-0.2, -0.1, 0.0], [0.0, -0.1, 0.0], [0.1, 0.2, -0.1], [0.2, 0.1, 0.2], [-0.1, 0.0, 0.1], [-0.2, 0.1, 0.1], [-0.1, 0.1, 0.0], [0.3, -0.1, 0.0], [0.1, -0.1, -0.1]],
  "mulliken_charge": [-1.05, 0.16, -0.25, -1.66, 0.72, -0.27, -0.05, -0.53, 0.72, -0.11, -0.26, -0.79, 0.36, -0.16, -0.34, 0.43, -0.50, -0.28, 0.23, 0.33, 0.28, -0.13, 0.42, 0.60, 0.44, -0.08, 0.32, 0.23, 0.26, 0.11, 0.32, 0.21, 0.36, -0.15, 0.15, -0.16, 0.07, 0.02, -0.08, -0.14, -0.16, 0.36, -0.01, -0.08, -0.38, -0.12, 0.35, 0.26, -0.15, 0.18, -0.15, -0.12, 0.27, -0.12, -0.25, -0.14, 0.28, 0.27, -0.15, -0.40, -0.04, 0.30, 0.30, -0.16, -0.23, -0.16, 0.27, 0.28, -0.18, 0.47, -0.20, -0.25, 0.13, -0.15, -0.25, -0.14, 0.26, 0.29, -0.19, 0.76, -0.17, 0.29, -0.68, -0.16, 0.18, -0.15, -0.12, 0.27],
  "gap_ev": 8.5422,
  "multiplicity": 1,
  "smiles": "CCOCC(OC(=O)[C@H](Br)CC)(P(O)Cl)P(O)Cl.ClCCl.ClCCl.ClCCl.ClCCl.ClCCl.ClCCl.ClCCl.ClCCl.ClCCl.ClCCl.ClCCl",
  "homo_energy_ev": -8.817,
  "lumo_energy_ev": -0.275,
  "largest_force_ev_per_a": 5.178,
  "e_tot_ev": -419697.608
}